(1)
{"formula": "C21H64O11", "method": "ωB97M-V with the def2-TZVPD basis set", "species": ["C", "C", "C", "O", "H", "H", "H", "H", "H", "H", "H", "H", "C", "C", "C", "O", "H", "H", "H", "H", "H", "H", "H", "H", "C", "C", "C", "O", "H", "H", "H", "H", "H", "H", "H", "H", "C", "C", "C", "O", "H", "H", "H", "H", "H", "H", "H", "H", "C", "C", "O", "H", "H", "H", "H", "H", "H", "C", "C", "O", "H", "H", "H", "H", "H", "H", "C", "O", "H", "H", "H", "H", "C", "O", "H", "H", "H", "H", "C", "O", "H", "H", "H", "H", "C", "O", "H", "H", "H", "H", "C", "O", "H", "H", "H", "H"], "coordinates": [[37.396, 22.077, 10.832], [38.292, 23.006, 11.582], [38.174, 24.460, 11.117], [38.052, 22.839, 12.963], [36.344, 22.262, 11.047], [37.549, 21.019, 11.048], [37.440, 22.276, 9.761], [39.329, 22.690, 11.469], [38.458, 24.592, 10.073], [38.808, 25.144, 11.681], [37.179, 24.894, 11.216], [38.350, 21.966, 13.230], [35.545, 26.525, 12.467], [34.630, 26.805, 11.289], [33.091, 26.722, 11.541], [34.872, 28.173, 10.930], [35.542, 25.462, 12.705], [35.237, 27.091, 13.346], [36.584, 26.663, 12.168], [34.782, 26.196, 10.398], [32.867, 27.348, 12.404], [32.817, 25.693, 11.775], [32.476, 27.059, 10.707], [34.055, 28.479, 10.531], [40.358, 22.759, 6.607], [40.768, 21.500, 7.330], [42.258, 21.361, 7.459], [40.150, 21.499, 8.595], [39.282, 22.935, 6.616], [40.729, 22.630, 5.591], [40.794, 23.556, 7.210], [40.373, 20.646, 6.780], [42.661, 22.266, 7.914], [42.771, 21.237, 6.505], [42.574, 20.512, 8.065], [39.220, 21.460, 8.363], [41.718, 24.241, 11.095], [43.139, 24.545, 11.519], [43.337, 25.991, 11.921], [43.401, 23.757, 12.627], [40.996, 24.619, 11.819], [41.564, 23.187, 10.864], [41.575, 24.789, 10.164], [43.863, 24.309, 10.738], [44.320, 26.297, 12.281], [42.614, 26.311, 12.671], [43.123, 26.697, 11.118], [43.480, 22.884, 12.236], [38.585, 29.539, 9.868], [39.245, 28.180, 10.256], [40.644, 28.258, 9.996], [38.806, 30.345, 10.567], [37.503, 29.455, 9.976], [38.767, 29.774, 8.820], [38.805, 27.287, 9.813], [39.252, 28.059, 11.339], [41.068, 28.753, 10.700], [38.101, 17.266, 11.786], [37.616, 17.693, 10.411], [38.131, 16.831, 9.385], [37.763, 17.941, 12.572], [39.185, 17.214, 11.885], [37.731, 16.276, 12.054], [37.944, 18.699, 10.151], [36.536, 17.838, 10.399], [38.139, 15.945, 9.754], [34.075, 19.934, 10.561], [33.729, 18.623, 10.145], [33.352, 20.379, 11.245], [35.052, 19.997, 11.040], [34.108, 20.595, 9.695], [33.577, 18.086, 10.926], [41.244, 19.142, 10.587], [41.478, 20.489, 10.713], [41.161, 18.625, 11.543], [40.339, 18.984, 9.999], [42.091, 18.595, 10.172], [40.941, 20.891, 10.026], [34.500, 22.492, 13.565], [35.519, 22.562, 14.520], [33.566, 22.129, 13.994], [34.256, 23.459, 13.126], [34.713, 21.803, 12.748], [36.330, 22.694, 14.024], [40.323, 20.982, 14.332], [39.012, 20.541, 13.971], [41.117, 20.382, 13.889], [40.523, 21.928, 13.829], [40.452, 21.176, 15.397], [39.005, 19.583, 14.041], [37.063, 19.877, 7.418], [37.444, 21.218, 7.419], [36.107, 19.763, 7.929], [36.888, 19.594, 6.380], [37.827, 19.277, 7.913], [37.185, 21.544, 6.553]], "relative_energy_kcal_mol": 48.53, "s_squared": 0.7504, "e_tot_ev": -45333.243, "charge": -1, "multiplicity": 2}

=====

(2)
{"formula": "C54H77ClF21NO17", "method": "ωB97M-V with the def2-TZVPD basis set", "species": ["C", "C", "C", "C", "N", "O", "C", "C", "C", "C", "Cl", "C", "C", "O", "C", "C", "O", "C", "C", "C", "C", "C", "C", "C", "C", "C", "C", "C", "C", "C", "C", "H", "H", "H", "H", "H", "H", "H", "H", "H", "H", "H", "H", "H", "H", "H", "H", "H", "H", "H", "H", "H", "H", "H", "H", "H", "H", "H", "H", "H", "H", "H", "H", "H", "H", "H", "H", "H", "H", "H", "H", "H", "H", "C", "C", "O", "C", "O", "C", "F", "F", "F", "H", "H", "H", "H", "H", "C", "C", "O", "C", "O", "C", "F", "F", "F", "H", "H", "H", "H", "H", "C", "C", "O", "C", "O", "C", "F", "F", "F", "H", "H", "H", "H", "H", "C", "C", "O", "C", "O", "C", "F", "F", "F", "H", "H", "H", "H", "H", "C", "C", "O", "C", "O", "C", "F", "F", "F", "H", "H", "H", "H", "H", "C", "C", "O", "C", "O", "C", "F", "F", "F", "H", "H", "H", "H", "H", "C", "C", "O", "C", "O", "C", "F", "F", "F", "H", "H", "H", "H", "H"], "coordinates": [[-0.861, 4.181, 2.537], [-2.035, 3.419, 2.309], [-3.307, 2.350, 2.120], [-3.294, 1.208, 3.341], [-1.950, 0.537, 3.519], [-4.526, 3.136, 2.321], [-5.377, 3.205, 1.122], [-4.612, 3.907, -0.190], [-5.699, 4.475, -1.277], [-5.034, 5.454, -2.446], [-5.226, 4.778, -4.162], [-6.174, 1.823, 0.751], [-5.381, 0.768, -0.204], [-4.804, -0.405, 0.496], [-4.308, -1.307, -0.596], [-3.530, -2.644, -0.012], [-2.358, -3.056, -0.801], [-1.272, -2.064, -0.754], [-0.172, -2.053, -2.013], [1.069, -0.940, -2.084], [1.308, 0.222, -0.904], [2.567, 1.324, -0.977], [3.931, 0.355, -0.964], [2.360, 2.082, -2.450], [2.486, 2.332, 0.304], [3.373, 3.697, 0.224], [2.496, 5.044, -0.237], [3.825, 4.033, 1.801], [4.768, 3.612, -0.621], [0.228, 0.151, 0.351], [-1.024, -0.944, 0.418], [0.040, 4.754, 3.066], [-3.165, 1.884, 1.059], [-3.531, 1.834, 4.328], [-4.160, 0.460, 3.083], [-2.146, -0.500, 3.421], [-1.314, 0.754, 2.721], [-6.231, 3.996, 1.394], [-4.065, 4.864, 0.268], [-3.762, 3.237, -0.635], [-6.407, 3.636, -1.734], [-6.436, 5.189, -0.667], [-5.597, 6.506, -2.437], [-3.904, 5.653, -2.211], [-6.371, 1.265, 1.788], [-7.259, 2.112, 0.356], [-4.534, 1.213, -0.875], [-6.189, 0.317, -0.958], [-3.629, -0.707, -1.371], [-5.210, -1.727, -1.256], [-4.314, -3.540, -0.090], [-3.283, -2.524, 1.126], [-0.244, -2.839, -2.892], [1.829, -0.973, -3.001], [3.791, -0.640, -1.562], [4.330, 0.216, 0.131], [4.748, 0.983, -1.556], [2.090, 3.230, -2.316], [1.497, 1.620, -3.091], [3.378, 2.081, -3.073], [2.877, 1.721, 1.250], [1.379, 2.671, 0.596], [3.065, 5.982, 0.231], [1.434, 4.973, 0.294], [2.434, 5.175, -1.398], [4.119, 5.155, 1.959], [2.968, 3.733, 2.555], [4.762, 3.358, 2.102], [4.618, 3.598, -1.805], [5.365, 4.624, -0.412], [5.462, 2.735, -0.268], [0.303, 0.887, 1.266], [-1.777, -0.924, 1.315], [-3.885, -3.810, -3.091], [-4.032, -5.287, -2.776], [-5.145, -5.846, -3.490], [-4.910, -6.198, -4.794], [-3.828, -6.055, -5.357], [-6.158, -6.825, -5.415], [-7.297, -6.131, -5.126], [-6.367, -8.098, -4.973], [-6.097, -6.899, -6.775], [-4.822, -3.279, -2.891], [-3.089, -3.363, -2.488], [-3.649, -3.653, -4.148], [-4.242, -5.415, -1.709], [-3.111, -5.841, -2.992], [10.374, 1.043, 1.252], [9.124, 1.899, 1.319], [7.951, 1.074, 1.393], [7.630, 0.593, 2.637], [8.282, 0.827, 3.651], [6.338, -0.222, 2.581], [6.304, -1.084, 1.524], [5.235, 0.571, 2.459], [6.139, -0.982, 3.695], [10.309, 0.330, 0.423], [11.263, 1.666, 1.114], [10.501, 0.456, 2.167], [9.037, 2.493, 0.403], [9.160, 2.604, 2.157], [-5.998, 3.040, 5.572], [-6.286, 1.567, 5.794], [-6.164, 1.233, 7.185], [-7.253, 1.514, 7.970], [-8.287, 2.025, 7.549], [-7.009, 1.063, 9.410], [-5.771, 1.410, 9.869], [-7.097, -0.292, 9.545], [-7.901, 1.592, 10.294], [-5.019, 3.306, 5.984], [-6.010, 3.280, 4.505], [-6.738, 3.668, 6.078], [-5.547, 0.964, 5.257], [-7.273, 1.285, 5.408], [11.046, 7.776, 4.339], [10.639, 6.325, 4.164], [9.826, 6.167, 2.991], [10.499, 6.072, 1.800], [11.722, 6.118, 1.698], [9.520, 5.856, 0.645], [8.435, 6.679, 0.713], [9.030, 4.583, 0.620], [10.082, 6.071, -0.577], [10.163, 8.424, 4.349], [11.597, 7.914, 5.274], [11.678, 8.112, 3.512], [10.030, 6.010, 5.017], [11.511, 5.662, 4.128], [-1.325, -6.755, -6.781], [-0.837, -5.397, -6.314], [0.558, -5.449, -5.979], [1.434, -5.348, -7.030], [1.087, -5.223, -8.201], [2.878, -5.366, -6.529], [3.099, -6.333, -5.592], [3.235, -4.185, -5.948], [3.784, -5.590, -7.523], [-1.101, -7.522, -6.033], [-2.405, -6.738, -6.959], [-0.825, -7.057, -7.707], [-1.371, -5.109, -5.402], [-1.032, -4.617, -7.060], [6.025, -3.968, 4.424], [7.098, -4.195, 3.375], [7.824, -5.402, 3.650], [7.237, -6.568, 3.229], [6.154, -6.620, 2.654], [8.137, -7.765, 3.538], [8.661, -7.721, 4.796], [9.199, -7.840, 2.686], [7.487, -8.959, 3.442], [6.460, -3.978, 5.428], [5.524, -3.009, 4.264], [5.272, -4.762, 4.395], [7.822, -3.374, 3.409], [6.678, -4.212, 2.363], [-10.868, -3.132, -6.288], [-10.994, -2.564, -4.887], [-9.697, -2.289, -4.336], [-9.122, -1.102, -4.712], [-9.648, -0.298, -5.475], [-7.774, -0.913, -4.014], [-7.007, -2.041, -4.035], [-7.919, -0.577, -2.701], [-7.016, 0.069, -4.577], [-10.215, -4.011, -6.290], [-11.848, -3.418, -6.680], [-10.421, -2.402, -6.971], [-11.467, -3.304, -4.233], [-11.626, -1.668, -4.868]], "smiles": "C#C[C@@H](CN)O[C@@H](CCCCl)CCOCCOc1ccc(C(C)(C)CC(C)(C)C)cc1.CCOC(=O)C(F)(F)F.CCOC(=O)C(F)(F)F.CCOC(=O)C(F)(F)F.CCOC(=O)C(F)(F)F.CCOC(=O)C(F)(F)F.CCOC(=O)C(F)(F)F.CCOC(=O)C(F)(F)F", "e_tot_ev": -163113.840}

=====

(3)
{"formula": "C5H10O3", "method": "ωB97M-V with the def2-TZVPD basis set", "species": ["O", "C", "C", "C", "C", "C", "O", "H", "H", "H", "H", "H", "H", "H", "H", "O", "H", "H"], "coordinates": [[-0.212, 3.055, 0.368], [0.584, 2.160, 0.232], [0.544, 1.218, -0.944], [0.745, -0.277, -0.635], [0.089, -0.840, 0.623], [0.647, -0.416, 1.947], [0.089, 0.301, 2.729], [1.358, 2.049, 0.997], [-0.457, 1.345, -1.351], [1.220, 1.551, -1.737], [0.367, -0.828, -1.489], [1.817, -0.495, -0.650], [-0.991, -0.765, 0.598], [0.292, -1.915, 0.567], [1.634, -0.843, 2.211], [-2.689, -2.123, -1.255], [-1.911, -1.652, -1.572], [-3.125, -1.525, -0.640]], "smiles": "O=CCCCC=O.O", "relative_energy_kcal_mol": 38.56, "e_tot_ev": -11488.515}

=====

(4)
{"formula": "C3H3LiO4Tb", "method": "ωB97M-V with the def2-TZVPD basis set", "species": ["H", "C", "C", "O", "C", "O", "O", "O", "Tb", "H", "H", "Li"], "coordinates": [[-0.910, 0.666, 1.749], [0.459, 0.881, 1.813], [-0.163, 0.739, 0.490], [0.042, -0.452, -0.064], [-0.444, -0.753, -1.354], [-1.496, -0.227, -1.730], [0.231, -1.594, -1.960], [1.370, 0.061, 2.176], [-1.432, -1.657, -3.979], [0.548, 1.969, 2.040], [-0.201, 1.602, -0.187], [1.994, -1.236, 1.005]], "relative_energy_kcal_mol": 40.22, "s_squared": 15.7665, "e_tot_ev": -33971.266, "charge": 2, "multiplicity": 8}